118
Properties=species:S:1:pos:R:3:forces:R:3 method="wB97M-V/def2-TZVPD" total_charge=0 smiles="[H]/N=C/Cc1c(CON=O)c(CC=O)c2c(c1CCN)C(=O)N(CCCCCCCCCC)C2=O.Fc1ccccc1.Fc1ccccc1.Fc1ccccc1.Fc1ccccc1" spin_multiplicity=1 e_tot_ha=-2895.357211 orbital_gap_ev=8.748
C -1.262 4.187 -7.283 -0.178 -0.205 0.098
C -1.986 2.833 -7.456 0.110 0.169 0.350
C -2.295 2.145 -6.123 -0.039 0.108 -0.150
C -3.284 2.941 -5.251 0.151 -0.401 0.259
C -4.212 2.054 -4.401 0.168 -0.073 0.076
C -3.694 1.845 -2.978 0.040 -0.136 0.019
C -4.596 0.927 -2.138 0.245 0.006 -0.206
C -4.241 -0.555 -2.314 0.226 0.156 0.172
C -3.033 -0.947 -1.449 -0.377 0.308 0.012
C -2.376 -2.218 -1.953 -0.360 -0.005 0.222
N -1.285 -2.714 -1.115 0.519 -0.181 -0.355
C -1.010 -4.090 -1.053 -0.325 0.216 0.188
O -1.826 -4.955 -1.255 0.036 -0.112 -0.181
C 0.410 -4.231 -0.654 0.214 0.028 0.120
C 1.134 -5.385 -0.423 -0.042 0.007 0.062
C 0.448 -6.723 -0.549 -0.144 0.216 0.183
C -0.070 -6.988 -1.950 0.098 -0.090 -0.026
O 0.503 -6.639 -2.944 0.006 0.107 -0.076
C 2.474 -5.213 -0.037 0.140 0.301 0.039
C 3.303 -6.449 0.202 0.429 -0.035 -0.048
O 3.296 -7.240 -0.999 -0.383 0.022 -0.050
N 3.910 -8.523 -0.730 0.304 0.123 0.284
O 3.107 -9.350 -0.618 -0.113 -0.104 -0.203
C 3.029 -3.923 0.136 -0.068 -0.209 -0.263
C 4.459 -3.708 0.578 -0.012 0.156 0.148
C 4.552 -3.273 2.022 0.023 0.070 -0.034
N 5.472 -2.494 2.398 0.029 0.013 0.073
C 2.261 -2.762 -0.101 -0.154 -0.012 0.068
C 2.800 -1.358 0.025 0.046 -0.111 -0.187
C 3.125 -0.761 -1.355 0.034 -0.072 0.050
N 4.053 -1.619 -2.102 -0.012 0.011 0.071
C 0.949 -2.964 -0.500 -0.008 -0.247 0.001
C -0.132 -1.976 -0.809 -0.157 -0.066 0.178
O -0.075 -0.774 -0.766 0.055 0.180 -0.209
H -1.900 5.018 -7.581 0.087 0.050 -0.035
H -0.344 4.221 -7.867 -0.025 0.102 -0.031
H -0.997 4.350 -6.236 0.063 0.010 -0.029
H -2.939 2.993 -7.967 0.084 -0.107 -0.184
H -1.371 2.165 -8.063 -0.124 -0.002 -0.080
H -1.355 2.000 -5.581 -0.041 -0.104 0.016
H -2.702 1.151 -6.329 -0.005 0.004 0.012
H -3.876 3.613 -5.875 0.032 0.014 -0.024
H -2.703 3.547 -4.551 -0.156 0.324 -0.169
H -5.220 2.477 -4.354 0.020 0.033 -0.012
H -4.302 1.069 -4.872 -0.172 0.076 -0.070
H -2.693 1.400 -3.042 0.023 0.090 0.072
H -3.565 2.814 -2.488 -0.067 0.001 -0.054
H -5.632 1.097 -2.443 -0.038 0.016 0.158
H -4.500 1.188 -1.081 -0.161 -0.023 0.011
H -5.098 -1.174 -2.041 0.031 -0.112 -0.187
H -3.987 -0.732 -3.365 -0.205 -0.103 -0.029
H -2.340 -0.107 -1.418 0.167 -0.166 -0.036
H -3.387 -1.102 -0.427 0.085 -0.036 0.057
H -2.027 -2.094 -2.984 0.121 0.074 0.069
H -3.124 -3.013 -1.969 0.096 -0.036 -0.021
H -0.408 -6.751 0.130 0.042 -0.026 -0.021
H 1.118 -7.542 -0.288 -0.123 -0.011 -0.065
H -1.013 -7.555 -2.010 0.002 -0.095 0.037
H 4.337 -6.210 0.439 -0.090 -0.035 0.127
H 2.902 -7.037 1.037 -0.130 0.011 -0.076
H 4.915 -2.926 -0.029 0.008 -0.134 -0.046
H 5.079 -4.594 0.461 -0.019 0.011 -0.058
H 3.782 -3.638 2.712 -0.006 -0.112 -0.062
H 5.396 -2.294 3.394 -0.007 -0.025 0.021
H 2.042 -0.742 0.511 0.139 0.080 0.006
H 3.717 -1.328 0.611 -0.138 -0.010 0.153
H 2.197 -0.616 -1.910 0.034 0.042 0.011
H 3.573 0.221 -1.189 -0.115 0.060 -0.049
H 3.664 -1.913 -2.986 0.021 -0.018 -0.017
H 4.927 -1.150 -2.290 0.005 0.012 -0.035
F 5.087 1.181 2.367 -0.011 -0.002 -0.010
C 6.051 1.382 3.290 0.044 0.003 0.048
C 6.986 0.389 3.503 0.031 -0.088 -0.046
C 7.974 0.606 4.455 -0.034 0.065 0.021
C 8.010 1.793 5.173 0.019 0.006 0.004
C 7.056 2.773 4.937 0.033 -0.064 -0.020
C 6.065 2.574 3.986 -0.056 0.065 0.004
H 6.936 -0.528 2.931 -0.008 0.032 -0.047
H 8.717 -0.159 4.635 0.001 -0.010 -0.004
H 8.779 1.953 5.917 -0.009 -0.003 0.012
H 7.079 3.698 5.496 -0.008 0.022 -0.018
H 5.313 3.324 3.784 -0.011 -0.016 -0.003
F -5.688 -0.111 1.954 -0.004 0.003 -0.009
C -5.013 -0.910 2.807 0.023 -0.042 0.031
C -5.705 -1.536 3.824 -0.062 0.004 0.016
C -5.002 -2.357 4.693 0.041 0.002 -0.019
C -3.634 -2.540 4.537 0.006 -0.012 0.004
C -2.964 -1.897 3.505 -0.055 -0.022 0.038
C -3.655 -1.074 2.628 0.095 0.039 -0.086
H -6.770 -1.377 3.928 0.002 0.005 -0.017
H -5.527 -2.859 5.495 -0.008 0.005 0.007
H -3.093 -3.182 5.219 0.001 -0.001 0.001
H -1.899 -2.035 3.379 0.008 0.003 -0.009
H -3.153 -0.566 1.816 -0.008 0.026 0.019
F 6.644 1.602 8.235 0.028 -0.008 0.017
C 5.651 2.448 8.570 -0.090 0.071 0.012
C 4.493 1.934 9.118 -0.016 -0.093 0.007
C 3.474 2.811 9.461 0.023 0.042 -0.010
C 3.620 4.176 9.252 -0.008 0.003 -0.002
C 4.795 4.666 8.698 -0.045 -0.039 0.013
C 5.822 3.801 8.353 0.086 0.052 -0.032
H 4.399 0.868 9.270 0.017 0.001 -0.004
H 2.561 2.424 9.894 -0.006 -0.009 -0.003
H 2.822 4.854 9.520 -0.001 0.003 0.000
H 4.913 5.728 8.531 0.010 0.006 0.007
H 6.747 4.164 7.925 0.013 -0.028 0.012
F -4.414 5.807 -4.097 0.042 0.027 0.023
C -5.711 6.078 -4.348 -0.061 -0.035 -0.015
C -6.676 5.250 -3.811 -0.004 -0.056 0.036
C -8.009 5.530 -4.076 0.006 0.037 -0.023
C -8.354 6.618 -4.866 -0.011 0.001 -0.002
C -7.362 7.432 -5.393 -0.017 -0.035 0.021
C -6.025 7.167 -5.136 0.034 0.044 -0.029
H -6.381 4.407 -3.201 0.016 0.015 0.006
H -8.779 4.894 -3.661 0.000 -0.012 0.001
H -9.395 6.830 -5.069 -0.001 0.002 -0.002
H -7.628 8.280 -6.011 0.004 0.010 0.001
H -5.234 7.789 -5.534 0.011 -0.016 0.003